Record 1
Computed, not measured: a cluster of 3 separate species, C12H32N2O6P in total at a distorted geometry, with ωB97M-V/def2-TZVPD.

Multiplicity ... 1
HOMO level ... -11.2854 eV
Kohn-Sham gap ... 0.2802 Eh
Charge ... +1
LUMO ... -3.66 eV
Strongest force on any atom ... 0.10493 Eh/bohr

Last column: natural (NBO) charge in e.
Cartesian coordinates (Å):
N1 2.824 2.750 -0.876  -1.267
P1 2.335 2.509 -2.407  2.060
O1 3.291 3.545 -3.461  -0.909
O2 2.721 0.862 -2.828  -0.938
C1 0.500 2.984 -2.714  -0.396
C2 0.235 2.329 -4.221  -0.421
C3 -0.557 0.937 -3.862  -0.454
C4 -1.293 1.110 -2.375  -0.252
N2 -0.609 2.382 -1.882  -0.554
H1 3.205 1.835 -0.513  0.404
H2 3.357 3.027 -4.338  0.488
H3 2.771 0.754 -3.830  0.494
H4 0.338 4.157 -2.591  0.299
H5 -0.341 3.180 -4.807  0.261
H6 1.304 2.143 -4.699  0.218
H7 0.324 0.192 -3.609  0.242
H8 -1.210 0.402 -4.672  0.281
H9 -2.479 1.210 -2.464  0.256
H10 -1.091 0.250 -1.607  0.258
H11 -0.526 2.333 -0.843  0.481
H12 -1.384 3.097 -2.014  0.446
C5 0.970 2.335 5.071  -0.257
O3 1.270 1.004 4.666  -0.550
C6 0.112 0.306 4.197  -0.090
C7 0.079 0.249 2.667  -0.099
O4 -0.114 1.552 2.105  -0.573
C8 1.100 2.110 1.613  -0.266
H13 1.910 2.877 5.197  0.196
H14 0.363 2.860 4.329  0.172
H15 0.443 2.317 6.031  0.176
H16 -0.805 0.757 4.596  0.181
H17 0.179 -0.716 4.584  0.192
H18 -0.777 -0.360 2.357  0.197
H19 0.986 -0.219 2.269  0.174
H20 1.381 1.615 0.678  0.154
H21 1.913 2.022 2.338  0.203
H22 0.931 3.172 1.412  0.189
C9 -0.643 -3.985 2.199  -0.260
O5 -1.169 -2.932 1.397  -0.559
C10 -0.595 -2.911 0.087  -0.082
C11 -1.546 -3.521 -0.946  -0.089
O6 -1.723 -4.925 -0.723  -0.546
C12 -2.956 -5.215 -0.074  -0.259
H23 -1.273 -4.088 3.086  0.199
H24 -0.636 -4.939 1.665  0.188
H25 0.373 -3.733 2.517  0.171
H26 0.377 -3.419 0.077  0.188
H27 -0.426 -1.860 -0.170  0.154
H28 -1.102 -3.411 -1.941  0.177
H29 -2.511 -3.001 -0.951  0.172
H30 -3.782 -5.101 -0.783  0.171
H31 -3.121 -4.573 0.794  0.179
H32 -2.926 -6.254 0.266  0.201

=====

Record 2
Computed, not measured: a cluster of 4 separate species, C12H32O12S4 in total at a distorted geometry, with ωB97M-V/def2-TZVPD.

Multiplicity ... 1
HOMO level ... -10.9046 eV
Kohn-Sham gap ... 0.4166 Eh
SMILES ... CCOS(C)(=O)=O.CCOS(C)(=O)=O.CCOS(C)(=O)=O.CCOS(C)(=O)=O
Charge ... 0
LUMO ... 0.43 eV
Strongest force on any atom ... 0.03708 Eh/bohr

Last column: natural (NBO) charge in e.
Cartesian coordinates (Å):
C1 -4.461 3.518 6.856  -0.623
C2 -3.914 2.611 5.794  -0.076
O1 -3.225 3.431 4.829  -0.727
S1 -2.678 2.746 3.507  2.408
C3 -1.321 1.820 4.156  -0.928
O2 -3.667 1.813 3.078  -0.950
O3 -2.161 3.808 2.728  -0.912
H1 -5.028 2.924 7.576  0.218
H2 -5.162 4.238 6.432  0.221
H3 -3.689 4.064 7.395  0.216
H4 -3.183 1.925 6.228  0.174
H5 -4.728 2.075 5.311  0.205
H6 -1.110 2.118 5.178  0.243
H7 -0.449 2.047 3.545  0.282
H8 -1.518 0.755 4.083  0.251
C4 0.953 0.382 -3.119  -0.641
C5 1.635 0.167 -1.782  -0.086
O4 0.667 0.028 -0.720  -0.732
S2 0.128 1.337 -0.034  2.415
C6 -1.538 1.224 -0.537  -0.907
O5 0.207 1.166 1.373  -0.959
O6 0.763 2.499 -0.571  -0.936
H9 0.308 1.268 -3.074  0.204
H10 0.249 -0.428 -3.331  0.216
H11 1.630 0.537 -3.954  0.233
H12 2.192 -0.766 -1.857  0.210
H13 2.372 0.948 -1.615  0.214
H14 -1.899 0.270 -0.149  0.249
H15 -1.624 1.267 -1.616  0.250
H16 -2.114 1.968 0.012  0.269
C7 -2.067 -1.752 -5.861  -0.640
C8 -3.143 -2.358 -4.985  -0.085
O7 -2.745 -2.292 -3.598  -0.723
S3 -1.848 -3.491 -3.092  2.399
C9 -1.881 -3.131 -1.363  -0.906
O8 -2.545 -4.700 -3.359  -0.942
O9 -0.514 -3.320 -3.536  -0.946
H17 -2.401 -1.682 -6.896  0.218
H18 -1.134 -2.315 -5.841  0.233
H19 -1.848 -0.738 -5.517  0.211
H20 -4.078 -1.811 -5.044  0.198
H21 -3.321 -3.385 -5.304  0.205
H22 -2.779 -2.548 -1.159  0.258
H23 -0.929 -2.686 -1.105  0.261
H24 -2.110 -4.059 -0.841  0.261
C10 3.248 -0.644 1.651  -0.630
C11 4.349 0.145 0.950  -0.081
O10 5.387 -0.757 0.512  -0.728
S4 5.962 -0.493 -0.938  2.409
C12 6.706 -2.059 -1.146  -0.903
O11 4.873 -0.371 -1.845  -0.958
O12 6.954 0.522 -0.868  -0.930
H25 2.593 -0.998 0.858  0.217
H26 2.678 0.099 2.210  0.231
H27 3.712 -1.397 2.280  0.217
H28 3.891 0.614 0.077  0.195
H29 4.755 0.964 1.543  0.191
H30 6.000 -2.773 -0.732  0.255
H31 7.642 -2.091 -0.590  0.254
H32 6.959 -2.252 -2.184  0.258

=====

Record 3
Computed, not measured: a structure of composition C12H33AgBr2N3O3 at a distorted geometry, with ωB97M-V/def2-TZVPD.

Multiplicity ... 2
HOMO level (spin up / spin down) ... -7.8031 / -7.5783 eV
Kohn-Sham gap (spin up / spin down) ... 0.2972 / 0.1880 Eh
Charge ... 0
LUMO (spin up / spin down) ... 0.28 / -2.46 eV
Strongest force on any atom ... 0.04777 Eh/bohr

Last column: Mulliken spin population.
Cartesian coordinates (Å):
Ag1 1.155 -1.289 -0.918  0.443
Br1 3.312 -2.059 0.792  0.256
Br2 0.068 -3.724 -1.842  0.018
C1 4.027 0.924 -3.635  0.011
C2 3.324 0.331 -2.382  -0.014
C3 2.352 1.449 -1.757  0.000
O1 1.657 0.927 -0.630  0.008
C4 1.646 1.830 0.469  -0.001
N1 2.483 -0.839 -2.653  0.114
H1 3.395 1.341 -4.419  0.001
H2 4.620 0.144 -4.112  -0.001
H3 4.609 1.738 -3.205  0.000
H4 4.117 0.010 -1.706  0.000
H5 1.587 1.842 -2.425  0.000
H6 2.926 2.337 -1.493  -0.001
H7 1.214 2.766 0.117  0.000
H8 2.701 1.852 0.744  -0.002
H9 1.014 1.622 1.333  0.000
H10 2.091 -0.679 -3.570  -0.004
H11 3.061 -1.613 -2.947  -0.003
C5 -1.718 1.961 -1.616  0.002
C6 -1.843 0.517 -1.168  -0.013
C7 -3.344 0.011 -1.300  0.005
O2 -4.229 0.406 -0.249  0.000
C8 -3.993 -0.189 0.985  0.000
N2 -0.722 -0.228 -1.947  0.066
H12 -0.838 2.587 -1.468  0.000
H13 -2.554 2.485 -1.152  0.000
H14 -1.923 1.978 -2.687  0.000
H15 -1.687 0.661 -0.099  -0.001
H16 -3.242 -1.071 -1.216  0.000
H17 -3.866 0.404 -2.172  0.000
H18 -3.605 -1.201 0.876  0.000
H19 -4.969 -0.425 1.409  0.000
H20 -3.426 0.428 1.682  0.000
H21 -1.028 -1.131 -2.281  -0.001
H22 -0.602 0.325 -2.784  -0.002
C9 -0.440 -3.207 2.200  -0.003
C10 -0.669 -1.686 2.127  -0.007
C11 -0.599 -0.908 3.484  0.011
O3 -0.594 0.424 3.197  0.000
C12 -0.760 1.271 4.295  0.000
N3 0.219 -1.022 1.190  0.138
H23 -0.566 -3.648 1.211  0.000
H24 -1.160 -3.726 2.833  0.000
H25 0.599 -3.384 2.478  0.000
H26 -1.682 -1.516 1.763  0.002
H27 0.298 -1.159 4.050  0.001
H28 -1.445 -1.080 4.150  0.000
H29 -0.756 2.204 3.731  0.000
H30 0.144 1.294 4.903  0.000
H31 -1.690 0.993 4.791  0.000
H32 1.196 -1.166 1.401  -0.009
H33 0.133 -0.114 1.623  -0.017

=====

Record 4
Computed, not measured: a structure of composition C12H33AlN3O3 at a distorted geometry, with ωB97M-V/def2-TZVPD.

Multiplicity ... 1
HOMO level ... -16.3848 eV
Kohn-Sham gap ... 0.0585 Eh
Charge ... +3
LUMO ... -14.79 eV
Strongest force on any atom ... 0.07180 Eh/bohr

Last column: natural (NBO) charge in e.
Cartesian coordinates (Å):
Al1 0.367 -0.010 -3.143  0.995
C1 4.166 5.335 0.794  -0.642
C2 3.449 4.564 -0.348  -0.075
C3 3.857 5.270 -1.734  -0.086
O1 3.508 4.416 -2.789  -0.433
C4 3.713 5.133 -3.990  -0.274
N1 3.830 3.115 -0.224  -0.629
H1 5.248 5.247 0.692  0.227
H2 3.869 5.074 1.810  0.236
H3 4.030 6.416 0.814  0.260
H4 2.400 4.512 -0.059  0.211
H5 4.926 5.478 -1.765  0.206
H6 3.292 6.202 -1.685  0.218
H7 3.723 6.208 -3.805  0.203
H8 2.938 4.896 -4.719  0.210
H9 4.634 4.827 -4.486  0.222
H10 4.780 3.040 -0.560  0.372
H11 3.937 3.019 0.775  0.376
C5 2.436 -6.329 0.792  -0.605
C6 1.471 -5.517 -0.060  -0.085
C7 0.049 -5.806 0.283  -0.090
O2 -0.845 -4.914 -0.354  -0.408
C8 -2.247 -5.336 -0.310  -0.278
N2 1.881 -4.146 0.054  -0.631
H12 2.649 -5.881 1.762  0.223
H13 3.382 -6.279 0.252  0.236
H14 2.046 -7.336 0.937  0.258
H15 1.636 -5.774 -1.107  0.231
H16 -0.064 -5.654 1.357  0.217
H17 -0.121 -6.851 0.024  0.224
H18 -2.493 -6.398 -0.311  0.222
H19 -2.926 -4.786 -0.961  0.224
H20 -2.575 -4.969 0.663  0.209
H21 1.842 -3.923 1.038  0.365
H22 2.883 -4.134 -0.073  0.376
C9 -4.352 0.864 3.353  -0.638
C10 -3.805 0.306 2.009  -0.077
C11 -4.883 0.554 0.876  -0.074
O3 -4.389 0.161 -0.398  -0.412
C12 -5.466 0.363 -1.360  -0.276
N3 -2.622 1.032 1.617  -0.596
H23 -3.776 0.541 4.220  0.250
H24 -5.365 0.503 3.528  0.258
H25 -4.524 1.936 3.449  0.243
H26 -3.482 -0.734 1.972  0.221
H27 -5.084 1.625 0.894  0.199
H28 -5.845 0.072 1.045  0.219
H29 -6.250 -0.352 -1.115  0.217
H30 -5.161 0.143 -2.383  0.218
H31 -5.878 1.370 -1.290  0.209
H32 -2.907 1.994 1.727  0.371
H33 -1.883 0.910 2.295  0.386